C5H8FO4Tl | ωB97M-V/def2-TZVPD

Structure (XYZ):
```
19
Properties=species:S:1:pos:R:3:forces:R:3
C -1.590839 -1.294689 0.658192 0.15 0.21 0.44
O -1.448448 -0.331759 -0.372810 0.68 0.48 -0.50
C -1.772862 -2.705487 0.125551 -0.01 -0.14 -0.13
H -0.727071 -1.254046 1.346358 -0.20 -0.02 -0.16
H -2.476884 -0.990716 1.234609 0.19 -0.16 -0.06
H -1.900134 -3.404175 0.964457 0.00 0.16 -0.19
H -2.664390 -2.762878 -0.514047 0.26 0.02 0.15
H -0.902247 -3.035208 -0.458065 -0.20 0.13 0.12
C 2.428122 1.899188 -0.076897 -2.28 0.07 0.59
O 1.421456 1.540653 0.795863 0.48 0.26 0.39
C 0.108514 1.390025 0.357743 -0.19 -0.14 -0.18
C -0.124383 0.218579 -0.589906 -1.02 -0.75 0.44
O 2.535636 1.289846 -1.163537 -0.40 -0.63 0.18
O 3.099194 2.881063 0.291316 0.13 -0.13 0.85
F -0.302934 2.565620 -0.253157 0.13 -0.13 0.05
H -0.492214 1.286512 1.270178 0.19 -0.07 -0.21
H 0.637435 -0.550995 -0.386312 -0.15 0.27 -0.34
H -0.123347 0.570588 -1.625521 0.29 -0.20 0.22
Tl 4.295393 2.687885 -1.604011 1.94 0.77 -1.66
```
Forces are in eV/Å.

Values from the calculation:
- Net charge: 0
- Energy above the lowest of the compared OMol25 structures with the same formula, charge and spin: 0.0 kcal per mole
- HOMO-LUMO gap: 9.55 eV
- E_HOMO: -9.78 eV

The computed natural (NBO) charges, all in e, follow: -0.06, -0.55, -0.63, 0.16, 0.18, 0.21, 0.21, 0.21, 0.97, -0.54, 0.45, -0.12, -0.79, -0.77, -0.36, 0.17, 0.19, 0.22, 0.85

***

C5H8GaILaNO3PS | ωB97M-V/def2-TZVPD

Structure (XYZ):
```
22
Properties=species:S:1:pos:R:3:forces:R:3
C -1.745464 -1.874439 -0.276156 -0.67 0.08 0.24
C -1.835233 -0.437183 -0.765389 -0.29 -0.53 -0.54
C -0.505849 0.135533 -1.224591 0.23 0.88 0.73
I 0.343848 -0.922201 -2.889142 -0.02 0.75 0.09
Ga 0.852694 0.413915 0.316429 1.22 -1.68 -0.73
N 1.653509 2.265195 -0.019901 -0.77 0.49 -0.51
C 1.087727 3.066168 0.700525 0.16 0.60 0.49
O 0.460839 3.861212 1.282994 0.04 0.23 -0.16
P 2.631346 -1.128361 0.320145 -0.05 -0.71 -0.25
S 1.980410 -2.925598 -0.159503 -0.21 0.12 0.05
C -0.105577 0.663113 2.115743 -1.67 0.83 1.76
O 0.382082 0.130807 3.069625 0.85 -0.60 -0.33
O -1.066875 1.410186 1.909764 0.17 0.25 -1.21
H -1.158987 -1.982120 0.630909 0.35 -0.05 -0.05
H -1.420152 -2.560800 -1.048954 0.36 -0.05 -0.02
H -2.756543 -2.181254 -0.016465 -0.12 -0.06 0.06
H -2.306481 0.175017 0.002379 0.30 0.26 0.14
H -2.507560 -0.428115 -1.625691 -0.13 0.02 -0.08
H -0.755758 1.147344 -1.645830 -1.24 -1.57 -0.50
H 3.192093 -1.102922 1.609172 0.19 0.30 -0.07
H 3.686984 -0.725009 -0.524102 0.11 0.26 0.27
La -0.107054 2.999510 -1.761963 1.17 0.18 0.64
```
Forces are in eV/Å.

Values from the calculation:
- Net charge: +1
- HOMO-LUMO gap: 3.55 eV
- E_HOMO: -10.04 eV

The computed Löwdin charges, all in e, follow: -0.12, -0.39, -0.88, 0.95, 0.30, -0.06, -0.63, 0.17, 0.17, 0.01, -0.67, 0.12, 0.02, 0.07, 0.05, 0.09, 0.10, 0.11, -0.20, -0.06, -0.08, 1.92

***

C5H8GaLiO4 | ωB97M-V/def2-TZVPD

Structure (XYZ):
```
19
Properties=species:S:1:pos:R:3:forces:R:3
O -2.210809 0.159874 -1.421856 -0.07 -0.51 -0.66
C -2.121298 1.138065 -0.401778 0.57 1.25 0.82
C -1.575268 0.554545 0.915190 2.79 0.17 -0.19
H -1.435023 1.941838 -0.730746 -0.28 -0.27 0.16
H -3.089220 1.645940 -0.234122 0.20 -0.50 -0.24
H -2.318010 0.164324 1.629478 0.25 -0.80 -0.52
H -1.123794 1.354258 1.519861 -0.17 0.04 -0.31
O 0.725134 0.322225 -0.307552 -1.13 0.40 -0.63
C -0.142531 -0.459836 0.529392 -2.54 2.31 3.18
C 2.031628 0.330123 0.261286 1.15 0.07 0.12
O -0.582637 -1.492565 -0.139226 -0.49 -1.81 -1.78
O 0.572577 -0.762964 1.667935 -0.19 -0.22 -0.36
C 1.729847 0.062153 1.730804 0.13 0.26 0.12
H 2.486884 1.308781 0.076003 -0.11 -0.28 0.03
H 2.634100 -0.467081 -0.195904 -0.15 0.22 0.16
H 1.499891 0.990151 2.275937 0.10 -0.21 -0.13
H 2.524479 -0.486583 2.246687 -0.21 0.16 -0.16
Ga -0.506543 -0.521981 -1.872068 0.12 -0.09 0.12
Li -2.532459 -1.345118 -0.313146 0.03 -0.18 0.28
```
Forces are in eV/Å.

Values from the calculation:
- Net charge: +1
- Multiplicity: 2
- Energy above the lowest of the compared OMol25 structures with the same formula, charge and spin: 0.0 kcal per mole
- Expectation value of S²: 0.7529
- HOMO-LUMO gap (spin up / spin down): 9.74 / 7.31 eV
- E_HOMO (spin up / spin down): -13.28 / -13.75 eV

The computed natural (NBO) charges, all in e, follow: -0.99, -0.12, -0.57, 0.19, 0.22, 0.23, 0.25, -0.61, 0.79, -0.10, -0.93, -0.50, -0.10, 0.22, 0.20, 0.19, 0.23, 1.44, 0.96

***

C5H8IN2 | ωB97M-V/def2-TZVPD

Structure (XYZ):
```
16
Properties=species:S:1:pos:R:3:forces:R:3
C 0.805437 0.134458 -0.304150 0.02 -1.50 0.04
C 2.815051 -0.262372 0.141159 1.94 -1.42 3.33
C 1.724624 -0.973879 -0.573478 0.00 1.28 1.29
C -0.979278 1.712009 0.255346 1.58 -0.80 -3.30
C -2.552292 -1.463920 0.167860 -0.91 0.15 -0.10
N 2.083687 0.600462 -0.653791 -1.76 1.67 -2.64
N -0.390559 0.399144 -0.017359 0.13 -0.37 0.81
I -3.928932 0.006127 -0.204403 0.98 -1.44 0.31
H 2.774251 -0.003279 1.218091 -0.27 -0.76 -0.40
H 3.854511 -0.510249 -0.102693 -0.42 0.35 -0.59
H 1.920907 -1.733212 -1.305960 -0.42 0.20 -0.65
H -1.931587 1.571371 -0.258157 -0.16 1.23 0.11
H -0.341262 2.505376 -0.188266 -0.74 -0.31 -0.19
H -1.078628 1.968013 1.250653 -0.38 -0.12 2.27
H -2.352913 -2.197670 -0.685784 0.15 1.32 1.35
H -2.423016 -1.752384 1.260935 0.26 0.51 -1.66
```
Forces are in eV/Å.

Values from the calculation:
- Net charge: +1
- Energy above the lowest of the compared OMol25 structures with the same formula, charge and spin: 152.6 kcal per mole
- HOMO-LUMO gap: 6.48 eV
- E_HOMO: -13.43 eV

The computed natural (NBO) charges, all in e, follow: 0.45, -0.23, -0.13, -0.42, -0.29, -0.31, -0.44, 0.56, 0.19, 0.23, 0.25, 0.18, 0.23, 0.22, 0.25, 0.25

***

C5H8IP | ωB97M-V/def2-TZVPD

Structure (XYZ):
```
15
Properties=species:S:1:pos:R:3:forces:R:3
C -0.276702 -0.729418 -2.004607 1.81 -0.26 -1.60
C -0.556640 0.399251 -1.095979 -3.71 3.59 -0.30
C -0.244819 -0.343378 0.144021 4.38 0.17 1.37
C 0.677578 -1.325848 -0.699927 -0.45 1.37 -3.10
C 0.557695 0.409683 1.299264 0.04 -0.23 -1.48
P -0.198057 0.049345 -3.889782 0.67 -1.18 1.98
I 0.551786 -3.406285 -0.473455 0.08 -0.18 0.25
H -1.120191 -1.391315 -2.175200 -0.20 -0.14 0.50
H 0.011347 1.407864 -1.188147 -0.68 -1.87 -0.22
H -1.708278 0.625618 -1.229136 2.10 0.33 0.61
H -1.068795 -0.864585 0.488628 -1.60 -1.12 0.87
H 1.750089 -1.036390 -0.945792 -1.37 -0.21 0.98
H -0.079796 1.172953 1.748245 -0.01 -0.03 0.05
H 1.391919 0.966999 0.738576 -0.87 -0.93 1.21
H 0.918888 -0.274686 2.120889 -0.18 0.69 -1.12
```
Forces are in eV/Å.

Values from the calculation:
- Net charge: 0
- Energy above the lowest of the compared OMol25 structures with the same formula, charge and spin: 98.6 kcal per mole
- HOMO-LUMO gap (spin up / spin down): 7.11 / 7.12 eV
- E_HOMO (spin up / spin down): -8.39 / -8.42 eV

The computed natural (NBO) charges, all in e, follow: -0.51, -0.45, -0.24, -0.35, -0.61, 0.30, 0.12, 0.22, 0.22, 0.21, 0.21, 0.24, 0.21, 0.21, 0.23

***

C5H8LiNaO6 | ωB97M-V/def2-TZVPD

Structure (XYZ):
```
21
Properties=species:S:1:pos:R:3:forces:R:3
O -0.365345 -0.230846 0.458996 0.10 0.04 -0.69
C 0.863277 -0.658867 -0.256949 0.27 0.42 0.94
O 1.102262 -0.071758 -1.367831 -0.43 0.58 -0.54
O 0.893550 -2.059176 -0.275491 -0.20 0.18 0.14
C -0.009168 -2.625446 -1.198692 -0.12 0.02 -0.21
H -1.047768 -2.347817 -0.957063 0.19 -0.08 -0.05
H 0.218363 -2.312216 -2.228753 -0.05 -0.03 0.23
H 0.096679 -3.713384 -1.123887 -0.02 0.26 0.03
C -1.241197 0.620921 -0.250576 0.15 -0.09 -0.61
H -0.865857 1.650031 -0.391342 0.37 0.00 0.36
H -1.373539 0.279188 -1.286813 -0.18 -0.28 0.23
C -2.550174 0.736283 0.498147 -0.13 0.20 -0.03
H -3.000192 -0.254019 0.651688 0.12 0.35 0.18
H -2.384864 1.275837 1.441346 -0.09 -0.49 -0.04
H -3.248776 1.360304 -0.076009 0.09 -0.22 -0.01
Li 1.355154 1.717850 -1.182536 -0.04 -0.72 0.45
Na 3.312486 3.379920 2.390700 -0.66 -1.32 -0.31
O 2.658091 0.956180 2.394144 -0.55 -0.04 0.20
O 1.900829 -0.414756 0.769227 -0.44 1.16 1.35
O 1.700415 1.872173 0.647379 -0.74 0.72 -0.46
C 1.985764 0.839602 1.344314 2.35 -0.65 -1.16
```
Forces are in eV/Å.

Values from the calculation:
- Net charge: 0
- Energy above the lowest of the compared OMol25 structures with the same formula, charge and spin: 7.6 kcal per mole
- HOMO-LUMO gap: 6.96 eV
- E_HOMO: -8.55 eV

The computed natural (NBO) charges, all in e, follow: -0.59, 0.98, -0.96, -0.54, -0.26, 0.16, 0.18, 0.18, -0.05, 0.12, 0.17, -0.62, 0.21, 0.21, 0.20, 0.95, 0.97, -0.81, -0.55, -0.96, 1.00

***

C5H8N | ωB97M-V/def2-TZVPD

Structure (XYZ):
```
14
Properties=species:S:1:pos:R:3:forces:R:3
C 3.753384 -0.512687 0.006011 -5.56 1.04 -0.01
C 2.525121 -0.292272 -0.002356 -0.88 0.26 -0.07
C -0.224943 -0.987843 -0.020338 -0.43 0.24 0.03
C 0.602928 0.026174 -0.013026 6.29 -1.56 0.06
C -1.710675 -0.879739 0.011195 -0.05 -0.03 -0.02
N 0.357412 1.457042 -0.005097 -0.33 0.15 -0.07
H 4.785591 -0.694824 0.035000 0.76 -0.15 0.00
H 0.186716 -1.986618 -0.052794 0.24 0.06 0.01
H -2.064708 0.117208 0.266953 -0.14 0.03 -0.01
H -2.111208 -1.590342 0.730395 -0.03 0.04 0.10
H -2.119004 -1.159695 -0.958608 -0.04 0.03 -0.09
H -0.579635 1.650152 0.383344 0.28 0.08 -0.09
H 0.393140 1.838285 -0.964079 0.06 -0.03 0.29
H 1.068335 1.943066 0.561709 -0.19 -0.16 -0.12
```
Forces are in eV/Å.

Values from the calculation:
- Net charge: +1
- Energy above the lowest of the compared OMol25 structures with the same formula, charge and spin: 115.8 kcal per mole
- HOMO-LUMO gap: 10.09 eV
- E_HOMO: -14.02 eV

The computed natural (NBO) charges, all in e, follow: -0.19, -0.12, -0.14, 0.16, -0.65, -0.71, 0.26, 0.28, 0.20, 0.27, 0.26, 0.46, 0.46, 0.47

***

C5H8N | ωB97M-V/def2-TZVPD

Structure (XYZ):
```
14
Properties=species:S:1:pos:R:3:forces:R:3
C -0.683444 1.460681 1.193515 1.99 2.19 -4.12
C -0.594120 -0.336601 -1.470267 0.20 -0.32 1.46
C 0.293374 1.104191 0.165865 -2.10 0.61 2.16
C -1.231528 0.102917 -0.125271 0.27 0.04 1.15
C 0.152592 -0.291332 -0.177532 0.87 -0.18 -1.08
N 0.982325 -1.437205 0.372202 0.67 -0.19 -1.38
H -0.923245 0.846391 1.958369 -0.72 -1.71 2.34
H -0.908372 2.565803 1.294212 -0.16 -1.52 -0.24
H -0.858756 -1.315368 -1.853149 -0.73 0.10 0.15
H -0.388010 0.381174 -2.183400 0.72 1.20 -1.53
H 0.645629 1.913157 -0.448902 0.01 -0.14 -0.63
H 0.283735 -2.169972 0.679002 1.47 0.60 0.14
H 1.662803 -1.036990 1.086113 -1.21 -1.15 -0.65
H 1.567016 -1.786844 -0.490758 -1.27 0.46 2.26
```
Forces are in eV/Å.

Values from the calculation:
- Net charge: +1
- Energy above the lowest of the compared OMol25 structures with the same formula, charge and spin: 149.0 kcal per mole
- HOMO-LUMO gap: 9.41 eV
- E_HOMO: -13.20 eV

The computed natural (NBO) charges, all in e, follow: -0.15, -0.41, -0.22, 0.02, -0.10, -0.72, 0.22, 0.25, 0.24, 0.23, 0.25, 0.47, 0.47, 0.47